Molecular formula: C4H7NO2
Method: DFT, ωB97M-V/def2-TZVPD

Element x y z (Å)
1 C 1.34858 -1.31894 0.13249
2 C 0.34930 -0.19990 -0.00319
3 C 0.67600 1.10075 -0.61056
4 O -0.09917 0.13891 -1.30179
5 C -0.71696 -0.19838 1.01950
6 O -0.73253 -0.64287 2.24719
7 N -1.89670 0.15526 1.26296
8 H 2.13926 -1.19834 -0.61202
9 H 1.79203 -1.31621 1.13265
10 H 0.86094 -2.28521 -0.02753
11 H 0.13948 1.99506 -0.29568
12 H 1.68832 1.24998 -0.98495
13 H -2.90124 1.09284 -0.67225
14 H -2.64729 1.42705 -1.28682

largest force on an atom: 0.44 eV/Å
spin multiplicity: 1
net charge: 0
highest occupied orbital energy: -9.96 eV
orbital gap: 10.10 eV

=====

Molecular formula: C4H7NO2
Method: DFT, ωB97M-V/def2-TZVPD

Element x y z (Å)
1 O -0.46513 0.55462 -1.68719
2 C -0.72170 -1.00295 0.53455
3 C 0.51383 -1.10290 -0.29735
4 N 0.57543 0.33859 -0.77433
5 C 0.32441 1.12376 0.46981
6 C -0.80325 0.26129 1.14408
7 O -1.55170 0.77683 1.97129
8 H -1.20180 0.08702 -1.19063
9 H -1.31571 -1.86432 0.80282
10 H 1.47586 -1.28233 0.21902
11 H 0.47183 -1.73944 -1.18618
12 H 1.42730 0.58316 -1.28042
13 H 0.02755 2.13790 0.20570
14 H 1.24308 1.12878 1.06884

largest force on an atom: 0.27 eV/Å
SMILES: [O-]C1=CC[N@@H+](O)C1
spin multiplicity: 1
net charge: 0
highest occupied orbital energy: -7.49 eV
orbital gap: 7.74 eV

=====

Molecular formula: C4H7NO2
Method: DFT, ωB97M-V/def2-TZVPD

Element x y z (Å)
1 O -1.96849 -1.10925 0.07537
2 C -1.20799 -0.23529 -0.23560
3 C -1.18803 1.28442 -0.15570
4 N 0.16584 1.26227 -0.76468
5 C 0.23124 -0.21653 -0.76991
6 C 1.16763 -0.90383 0.19272
7 O 1.04284 -0.37846 1.50226
8 H 0.69102 -1.23947 1.77114
9 H 0.79415 -1.95567 0.26864
10 H -1.23231 1.64257 0.88063
11 H -1.94388 1.80430 -0.75544
12 H 0.85681 1.66559 -0.14049
13 H 0.37540 -0.66387 -1.75978
14 H 2.21577 -0.95677 -0.10917

largest force on an atom: 2.31 eV/Å
SMILES: O=C1CN[C@H]1CO
spin multiplicity: 1
net charge: 0
highest occupied orbital energy: -9.60 eV
orbital gap: 10.38 eV

=====

Molecular formula: C4H7NO2
Method: DFT, ωB97M-V/def2-TZVPD

Element x y z (Å)
1 C 1.34115 -1.18470 -0.79520
2 C 1.98032 0.09388 -0.33627
3 O 1.55074 1.20113 -0.56957
4 C -1.37938 1.33969 0.52459
5 C -1.27324 -0.06118 0.94195
6 N -2.15396 0.18720 -0.06305
7 O -0.84820 -0.92704 1.65782
8 H 1.12785 -1.82105 0.07096
9 H 2.03850 -1.72776 -1.44476
10 H 0.41506 -0.97348 -1.33602
11 H 2.91342 -0.02488 0.25387
12 H -0.66399 1.78884 -0.15862
13 H -1.89119 2.01938 1.20632
14 H -3.15707 0.08998 0.04798

largest force on an atom: 0.59 eV/Å
SMILES: O=C1CN1.CC=O
spin multiplicity: 1
net charge: 0
highest occupied orbital energy: -9.76 eV
orbital gap: 10.68 eV

=====

Molecular formula: C4H7NO2
Method: DFT, ωB97M-V/def2-TZVPD

Element x y z (Å)
1 C 0.32731 -0.48727 1.62270
2 C -1.35520 0.82124 -0.69158
3 N 0.49593 -0.83895 -0.83232
4 C 1.14122 -0.60330 0.36802
5 C -0.08146 0.31971 -1.31001
6 O 2.38174 -0.51064 0.38538
7 O 0.49271 0.93531 -2.22141
8 H 1.22450 -1.08345 -1.49876
9 H 0.19029 0.56369 1.88576
10 H -1.99773 1.22045 -1.48283
11 H -1.89665 0.01402 -0.19421
12 H -0.64668 -0.96790 1.50859
13 H 0.85848 -0.99635 2.43370
14 H -1.13444 1.61343 0.02699

largest force on an atom: 3.88 eV/Å
SMILES: CC(=O)NC(C)=O
spin multiplicity: 1
net charge: 0
highest occupied orbital energy: -10.32 eV
orbital gap: 11.05 eV

=====

Molecular formula: C4H7NO2
Method: DFT, ωB97M-V/def2-TZVPD

Element x y z (Å)
1 C -0.94446 1.40936 -0.01926
2 C -0.09798 0.17369 -0.16104
3 C 1.23662 0.24601 -0.01544
4 C -0.70287 -1.13245 -0.06003
5 H -1.63477 1.34086 -0.82614
6 H -1.57915 1.42569 0.80984
7 H -0.38485 2.39191 -0.17269
8 H 1.71794 1.14315 0.05330
9 H 3.19194 -0.78181 -0.31585
10 H 1.68256 -1.62658 0.25280
11 H -2.33728 -0.33701 0.32591
12 N 2.15397 -0.78069 0.16481
13 O -2.07796 -1.18623 0.11593
14 O -0.22369 -2.28590 -0.15216

largest force on an atom: 4.65 eV/Å
SMILES: C/C(=C/N)C(=O)O
spin multiplicity: 1
net charge: 0
highest occupied orbital energy: -8.86 eV
orbital gap: 9.56 eV

=====

Molecular formula: C4H7NO2
Method: DFT, ωB97M-V/def2-TZVPD

Element x y z (Å)
1 C 1.46346 0.04205 0.88738
2 C 1.41245 1.06268 -0.21438
3 C -0.99654 -1.27714 -1.32641
4 N -1.42115 -1.53607 -0.16059
5 C -2.23182 1.28301 0.83761
6 O -1.53749 1.81340 1.56352
7 O 0.41604 1.37618 -0.82576
8 H 0.51261 -0.49124 0.97363
9 H 1.69699 0.54993 1.83186
10 H 2.28001 -0.66559 0.69932
11 H 2.38273 1.54787 -0.45774
12 H 0.07136 -1.37756 -1.53368
13 H -1.61886 -0.94771 -2.16610
14 H -2.42979 -1.37979 -0.10865

largest force on an atom: 1.39 eV/Å
spin multiplicity: 1
net charge: 0
highest occupied orbital energy: -9.93 eV
orbital gap: 10.99 eV

=====

Molecular formula: C4H7NO2
Method: DFT, ωB97M-V/def2-TZVPD

Element x y z (Å)
1 O 1.16919 -0.14872 -2.10947
2 C 0.73492 -0.81782 -1.04424
3 C 1.07034 -0.35414 0.40002
4 N -0.27193 0.15090 0.68325
5 C -1.03486 -0.13014 -0.51912
6 C -0.61266 1.14033 1.56613
7 O -1.69030 1.72178 1.55826
8 H -0.06204 -0.00249 -1.70046
9 H 0.52470 -1.90202 -1.13853
10 H 1.37748 -1.18659 1.05114
11 H 1.84412 0.42558 0.38886
12 H -1.72261 -0.98003 -0.45934
13 H -1.54011 0.76590 -0.91819
14 H 0.20469 1.34497 2.29235

largest force on an atom: 1.35 eV/Å
spin multiplicity: 1
net charge: 0
highest occupied orbital energy: -9.48 eV
orbital gap: 10.04 eV

=====

Molecular formula: C4H7NO2
Method: DFT, ωB97M-V/def2-TZVPD

Element x y z (Å)
1 C 2.98862 0.04113 -0.28787
2 C -0.87909 -0.17108 -0.19625
3 C 0.07159 -1.02673 0.52553
4 C -2.34225 -0.11226 0.21778
5 N 1.98179 0.46255 -0.91061
6 O 2.84484 -0.94404 0.63714
7 O -0.32703 -1.42602 -0.58162
8 H 3.98082 0.37354 -0.43326
9 H -0.30653 0.50909 -0.94224
10 H 1.77165 -0.97126 0.86181
11 H -2.64502 0.23159 1.24782
12 H -2.67323 -1.12611 0.03578
13 H -2.90505 0.66986 -0.51254
14 H 2.06106 1.31798 -1.50568

largest force on an atom: 3.55 eV/Å
spin multiplicity: 1
net charge: 0
highest occupied orbital energy: -9.67 eV
orbital gap: 10.10 eV

=====

Molecular formula: C4H7NO2
Method: DFT, ωB97M-V/def2-TZVPD

Element x y z (Å)
1 O -2.06883 -0.26697 0.70481
2 C -0.95678 0.05376 -0.10448
3 C 0.01195 0.94097 0.65046
4 O 1.08972 1.34620 -0.18240
5 C 1.81291 0.23281 -0.44283
6 N 1.37196 -0.94818 -0.32251
7 C -0.07414 -1.15264 -0.48657
8 H -1.74794 -0.47236 1.59386
9 H -1.37171 0.55230 -0.98436
10 H -0.44999 1.84343 1.06789
11 H 0.51848 0.18404 1.31488
12 H 2.83710 0.46580 -0.72676
13 H -0.15888 -1.37943 -1.55148
14 H -0.40633 -2.03452 0.07050

largest force on an atom: 1.67 eV/Å
SMILES: O[C@@H]1CN=COC1
spin multiplicity: 1
net charge: 0
highest occupied orbital energy: -9.65 eV
orbital gap: 10.54 eV

=====

Molecular formula: C4H7NO2
Method: DFT, ωB97M-V/def2-TZVPD

Element x y z (Å)
1 C -0.91608 0.68705 -1.35493
2 C -0.21983 -0.64779 -1.31840
3 C 1.63843 0.49601 0.69827
4 N 0.81895 0.88462 1.58086
5 C -0.93659 -1.39114 2.13669
6 O -2.03085 -1.67257 2.02805
7 O -0.44597 -1.51262 -0.50442
8 H -0.99188 1.10149 -0.34440
9 H -1.92947 0.53855 -1.74475
10 H -0.39265 1.38891 -2.01083
11 H 0.53559 -0.83230 -2.11097
12 H 1.66165 1.02464 -0.25947
13 H 2.32841 -0.34895 0.79970
14 H 0.88029 0.28408 2.40461

largest force on an atom: 1.51 eV/Å
spin multiplicity: 1
net charge: 0
highest occupied orbital energy: -10.06 eV
orbital gap: 10.89 eV

=====

Molecular formula: C4H7NO2
Method: DFT, ωB97M-V/def2-TZVPD

Element x y z (Å)
1 C -0.84215 -1.09088 0.41515
2 C -0.39793 0.19603 -0.28219
3 C -1.24212 1.38606 0.15380
4 O -2.32495 1.26384 0.67443
5 C 1.08339 0.52156 -0.08951
6 O 1.46642 1.57978 0.37983
7 N 1.95032 -0.44564 -0.49868
8 H -0.57100 -1.06974 1.47516
9 H -1.92873 -1.18166 0.35220
10 H -0.39322 -1.98033 -0.03871
11 H -0.56833 0.09707 -1.36615
12 H -0.81085 2.38021 -0.05879
13 H 1.64630 -1.35882 -0.79191
14 H 2.93285 -0.29748 -0.32464

largest force on an atom: 0.52 eV/Å
SMILES: C[C@@H](C=O)C(N)=O
spin multiplicity: 1
net charge: 0
highest occupied orbital energy: -9.82 eV
orbital gap: 10.48 eV

=====

Molecular formula: C4H7NO2
Method: DFT, ωB97M-V/def2-TZVPD

Element x y z (Å)
1 C -1.13471 -0.93831 0.88047
2 C -0.28343 -0.31139 -0.21194
3 C -0.50901 1.08878 -0.63697
4 O -1.61049 1.62385 -0.16829
5 C 1.23470 -0.44948 0.04138
6 O 1.67184 -1.24914 0.84641
7 N 2.01428 0.35602 -0.73161
8 H -1.01768 -0.39773 1.82378
9 H -2.19267 -0.91915 0.60218
10 H -0.82029 -1.97123 1.04201
11 H -0.44633 -0.83075 -1.17436
12 H -1.48678 2.48516 -0.58627
13 H 1.57759 1.14746 -1.18875
14 H 3.00297 0.36591 -0.53804

largest force on an atom: 1.14 eV/Å
spin multiplicity: 1
net charge: 0
highest occupied orbital energy: -8.96 eV
orbital gap: 9.56 eV

=====

Molecular formula: C4H7NO2
Method: DFT, ωB97M-V/def2-TZVPD

Element x y z (Å)
1 C 2.32504 0.28192 -0.51076
2 N 1.73217 -0.92420 0.00212
3 C 0.54252 -1.12240 0.26691
4 C -0.65609 0.81717 -0.03680
5 O -1.81983 0.22239 -0.38634
6 C -2.54139 -0.47507 0.38639
7 O -0.36778 -1.79805 0.64790
8 H 1.86923 0.58729 -1.46038
9 H 2.23222 1.11314 0.20045
10 H 3.39008 0.10790 -0.68629
11 H -0.36468 1.53162 -0.79828
12 H -0.61487 1.14290 1.00296
13 H -3.34721 -1.02028 -0.08693
14 H -2.37940 -0.46434 1.45904

largest force on an atom: 0.58 eV/Å
spin multiplicity: 1
net charge: 0
highest occupied orbital energy (spin up / spin down): -7.95 / -7.95 eV
orbital gap (spin up / spin down): 7.80 / 7.81 eV

=====

Molecular formula: C4H7NO2
Method: DFT, ωB97M-V/def2-TZVPD

Element x y z (Å)
1 O -1.45208 0.81366 0.99244
2 C -0.12665 0.91120 0.55502
3 C 0.55084 -0.63108 0.95350
4 O 0.03037 -1.67396 0.13351
5 C -0.30485 -1.31681 -1.13480
6 N -0.30820 -0.18022 -1.67665
7 C 0.05765 1.01633 -0.93406
8 H -0.93101 0.02693 1.37002
9 H 0.43923 1.64887 1.13819
10 H 1.59757 -0.44481 0.76277
11 H 0.47401 -1.07016 1.98240
12 H -0.60062 -2.19949 -1.69982
13 H 1.11189 1.24949 -1.11886
14 H -0.53816 1.85006 -1.32368

largest force on an atom: 4.45 eV/Å
SMILES: O[C@@H]1CN=COC1
spin multiplicity: 1
net charge: 0
highest occupied orbital energy: -9.83 eV
orbital gap: 10.55 eV

=====

Molecular formula: C4H7NO2
Method: DFT, ωB97M-V/def2-TZVPD

Element x y z (Å)
1 N 1.34787 1.05461 0.77042
2 C 0.71456 0.09884 1.50414
3 O 0.74034 0.06596 2.72205
4 C -0.06200 -0.92438 0.68071
5 C -1.14532 -0.32246 -0.22318
6 C -0.69047 0.12976 -1.58421
7 O 0.46257 0.30853 -1.91157
8 H 1.94982 1.69563 1.26380
9 H 1.43185 0.95441 -0.23326
10 H -0.51132 -1.60900 1.40273
11 H 0.64379 -1.49943 0.06802
12 H -1.97514 -1.02700 -0.36225
13 H -1.59659 0.57580 0.22590
14 H -1.50804 0.33132 -2.30714

largest force on an atom: 0.54 eV/Å
SMILES: NC(=O)CCC=O
spin multiplicity: 1
net charge: 0
highest occupied orbital energy: -9.72 eV
orbital gap: 10.48 eV

=====

Molecular formula: C4H7NO2
Method: DFT, ωB97M-V/def2-TZVPD

Element x y z (Å)
1 C -1.14460 -1.09839 -0.00435
2 C -0.40731 0.23327 0.04165
3 N -0.98342 1.31163 0.41988
4 O -2.30498 1.07433 0.79635
5 C 0.97699 0.34033 -0.61437
6 C 2.29691 0.10253 -0.00260
7 O 1.59638 -0.94394 -0.65710
8 H -2.09613 -0.99260 -0.54151
9 H -0.55600 -1.88529 -0.47612
10 H -1.42256 -1.43127 1.00244
11 H -2.62128 1.94177 1.08406
12 H 0.96250 0.93620 -1.54291
13 H 3.18428 0.36400 -0.57908
14 H 2.50990 0.07890 1.07393

largest force on an atom: 0.85 eV/Å
SMILES: C/C(=N\O)[C@H]1CO1
spin multiplicity: 1
net charge: 0
highest occupied orbital energy: -9.65 eV
orbital gap: 10.64 eV